Density functional theory data (ωB97M-V/def2-TZVPD) for 13 unconnected molecules or ions with the total composition C49H78O29 at a distorted geometry.

Summary:
gap between HOMO and LUMO	9.62	eV
total energy	-4095.88126	Eh
lowest unoccupied orbital energy	-0.1	eV
multiplicity	1

Each atom is followed by the atoms it is bonded to, with distances in Å.
Atoms and positions in Å:
1 C 0.65 -0.91 7.76  O2 1.468, H7 1.090, H8 1.090, H9 1.090
2 O 0.15 0.28 7.07  C1 1.468, C3 1.321
3 C 0.92 0.84 6.15  O2 1.321, O4 1.224, O5 1.306
4 O 2.08 0.48 5.97  C3 1.224
5 O 0.34 1.75 5.41  C3 1.306, C6 1.450
6 C -0.98 2.28 5.70  O5 1.450, H10 1.090, H11 1.090, H12 1.090
7 H 1.17 -1.57 7.06  C1 1.090
8 H -0.10 -1.57 8.22  C1 1.090
9 H 1.29 -0.63 8.60  C1 1.090
10 H -1.73 1.50 5.84  C6 1.090
11 H -1.29 2.93 4.89  C6 1.090
12 H -0.99 2.90 6.60  C6 1.090
13 C 4.96 -5.15 2.74  O14 1.392, H19 1.090, H20 1.090, H21 1.090
14 O 4.05 -4.11 2.80  C13 1.392, C15 1.375
15 C 4.49 -2.82 3.02  O14 1.375, O16 1.262, O17 1.353
16 O 5.68 -2.46 3.24  C15 1.262
17 O 3.40 -2.02 3.04  C15 1.353, C18 1.439
18 C 3.64 -0.65 3.40  O17 1.439, H22 1.090, H23 1.090, H24 1.090
19 H 5.68 -5.11 3.55  C13 1.090
20 H 5.63 -5.04 1.88  C13 1.090
21 H 4.52 -6.15 2.70  C13 1.090
22 H 4.16 -0.60 4.36  C18 1.090
23 H 2.67 -0.17 3.54  C18 1.090
24 H 4.32 -0.22 2.67  C18 1.090
25 C -0.58 -0.15 2.49  O26 1.396, H31 1.090, H32 1.090, H33 1.090
26 O 0.72 -0.19 1.98  C25 1.396, C27 1.378
27 C 0.99 0.14 0.67  O26 1.378, O28 1.240, O29 1.349
28 O 2.15 0.21 0.24  C27 1.240
29 O -0.15 0.30 -0.03  C27 1.349, C30 1.420
30 C -0.09 0.50 -1.43  O29 1.420, H34 1.090, H35 1.090, H36 1.090
31 H -0.58 0.09 3.55  C25 1.090
32 H -1.08 -1.04 2.12  C25 1.090
33 H -1.14 0.68 2.04  C25 1.090
34 H 0.50 -0.27 -1.93  C30 1.090
35 H 0.35 1.47 -1.65  C30 1.090
36 H -1.08 0.52 -1.88  C30 1.090
37 O -5.52 -6.11 4.40  C38 1.235
38 C -4.42 -5.80 3.93  O37 1.235, O39 1.348, C42 1.532
39 O -4.18 -4.58 3.42  C38 1.348, C40 1.423
40 C -2.95 -4.48 2.71  O39 1.423, C41 1.519, H43 1.090, H44 1.090
41 C -2.09 -5.57 3.33  C40 1.519, C42 1.506, H45 1.090, H46 1.090
42 C -3.14 -6.60 3.66  C38 1.532, C41 1.506, H47 1.090, H48 1.090
43 H -2.42 -3.53 2.81  C40 1.090
44 H -3.18 -4.67 1.66  C40 1.090
45 H -1.53 -5.31 4.22  C41 1.090
46 H -1.43 -5.93 2.54  C41 1.090
47 H -2.96 -7.29 4.48  C42 1.090
48 H -3.55 -7.13 2.80  C42 1.090
49 O -2.87 2.78 -1.76  C50 1.203
50 C -3.86 3.34 -2.15  O49 1.203, O51 1.362, C54 1.542
51 O -5.11 2.98 -1.74  C50 1.362, C52 1.362
52 C -6.13 3.70 -2.29  O51 1.362, C53 1.528, H55 1.090, H56 1.090
53 C -5.46 5.02 -2.66  C52 1.528, C54 1.561, H57 1.090, H58 1.090
54 C -4.02 4.58 -3.06  C50 1.542, C53 1.561, H59 1.090, H60 1.090
55 H -6.99 3.78 -1.63  C52 1.090
56 H -6.44 3.15 -3.18  C52 1.090
57 H -5.45 5.74 -1.84  C53 1.090
58 H -5.96 5.50 -3.50  C53 1.090
59 H -3.21 5.30 -3.02  C54 1.090
60 H -3.95 4.26 -4.10  C54 1.090
61 O -1.07 3.88 2.20  C62 1.254
62 C -0.70 4.49 1.16  O61 1.254, O63 1.296, C66 1.493
63 O -0.44 3.81 0.09  C62 1.296, C64 1.442
64 C -0.22 4.62 -1.08  O63 1.442, C65 1.522, H67 1.090, H68 1.090
65 C -0.03 6.03 -0.54  C64 1.522, C66 1.561, H69 1.090, H70 1.090
66 C -0.61 5.96 0.91  C62 1.493, C65 1.561, H71 1.090, H72 1.090
67 H -1.15 4.66 -1.64  C64 1.090
68 H 0.65 4.27 -1.63  C64 1.090
69 H -0.44 6.80 -1.19  C65 1.090
70 H 1.04 6.22 -0.50  C65 1.090
71 H -1.52 6.53 1.07  C66 1.090
72 H 0.08 6.27 1.69  C66 1.090
73 O -3.76 -3.46 -2.50  C74 1.227
74 C -3.98 -2.62 -1.64  O73 1.227, O75 1.461, C78 1.517
75 O -4.73 -2.95 -0.44  C74 1.461, C76 1.408
76 C -4.73 -1.82 0.41  O75 1.408, C77 1.467, H79 1.090, H80 1.090
77 C -3.84 -0.79 -0.12  C76 1.467, C78 1.579, H81 1.090, H82 1.090
78 C -3.40 -1.21 -1.57  C74 1.517, C77 1.579, H83 1.090, H84 1.090
79 H -4.46 -2.11 1.43  C76 1.090
80 H -5.73 -1.39 0.40  C76 1.090
81 H -2.95 -0.66 0.51  C77 1.090
82 H -4.34 0.18 -0.08  C77 1.090
83 H -2.33 -1.12 -1.71  C78 1.090
84 H -3.87 -0.66 -2.39  C78 1.090
85 O 7.67 -3.50 -0.25  C86 1.268
86 C 6.95 -2.46 -0.23  O85 1.268, O87 1.379, C90 1.485
87 O 5.78 -2.37 -0.95  C86 1.379, C88 1.437
88 C 5.16 -1.09 -0.79  O87 1.437, C89 1.522, H91 1.090, H92 1.090
89 C 6.26 -0.21 -0.21  C88 1.522, C90 1.508, H93 1.090, H94 1.090
90 C 7.19 -1.17 0.47  C86 1.485, C89 1.508, H95 1.090, H96 1.090
91 H 4.29 -1.28 -0.15  C88 1.090
92 H 4.76 -0.70 -1.73  C88 1.090
93 H 5.78 0.56 0.40  C89 1.090
94 H 6.69 0.39 -1.02  C89 1.090
95 H 6.90 -1.28 1.52  C90 1.090
96 H 8.26 -0.93 0.43  C90 1.090
97 O -4.82 1.71 -4.98  C98 1.218
98 C -3.85 0.98 -5.11  O97 1.218, O99 1.354, C102 1.517
99 O -4.12 -0.34 -5.18  C98 1.354, C100 1.442
100 C -2.91 -1.12 -5.28  O99 1.442, C101 1.559, H103 1.090, H104 1.090
101 C -1.83 -0.07 -5.67  C100 1.559, C102 1.502, H105 1.090, H106 1.090
102 C -2.36 1.26 -5.19  C98 1.517, C101 1.502, H107 1.090, H108 1.090
103 H -3.02 -1.86 -6.07  C100 1.090
104 H -2.68 -1.65 -4.35  C100 1.090
105 H -1.79 -0.05 -6.76  C101 1.090
106 H -0.86 -0.28 -5.22  C101 1.090
107 H -2.22 2.12 -5.85  C102 1.090
108 H -2.04 1.44 -4.17  C102 1.090
109 O -1.31 -2.90 0.52  C110 1.244
110 C -0.17 -3.32 0.23  O109 1.244, O111 1.316, C114 1.500
111 O 0.10 -3.82 -0.96  C110 1.316, C112 1.419
112 C 1.49 -3.98 -1.22  O111 1.419, C113 1.504, H115 1.090, H116 1.090
113 C 2.16 -3.37 -0.02  C112 1.504, C114 1.533, H117 1.090, H118 1.090
114 C 1.07 -3.41 1.06  C110 1.500, C113 1.533, H119 1.090, H120 1.090
115 H 1.66 -3.41 -2.13  C112 1.090
116 H 1.80 -5.01 -1.41  C112 1.090
117 H 2.68 -2.43 -0.21  C113 1.090
118 H 3.02 -3.97 0.31  C113 1.090
119 H 1.19 -2.54 1.72  C114 1.090
120 H 1.07 -4.37 1.57  C114 1.090
121 O -7.14 0.69 2.26  C122 1.220
122 C -6.13 1.35 2.39  O121 1.220, O123 1.371, C126 1.541
123 O -5.76 2.22 1.39  C122 1.371, C124 1.413
124 C -4.48 2.77 1.57  O123 1.413, C125 1.543, H127 1.090, H128 1.090
125 C -3.91 1.82 2.65  C124 1.543, C126 1.490, H129 1.090, H130 1.090
126 C -5.06 1.41 3.50  C122 1.541, C125 1.490, H131 1.090, H132 1.090
127 H -4.49 3.78 1.98  C124 1.090
128 H -3.94 2.66 0.63  C124 1.090
129 H -3.08 2.36 3.12  C125 1.090
130 H -3.36 1.01 2.19  C125 1.090
131 H -5.40 2.14 4.23  C126 1.090
132 H -4.84 0.43 3.93  C126 1.090
133 O 1.11 -1.10 -4.46  C134 1.267
134 C 2.33 -1.15 -4.81  O133 1.267, O135 1.273, C138 1.519
135 O 3.18 -0.63 -4.02  C134 1.273, C136 1.416
136 C 4.53 -0.92 -4.35  O135 1.416, C137 1.544, H139 1.090, H140 1.090
137 C 4.40 -0.92 -5.89  C136 1.544, C138 1.540, H141 1.090, H142 1.090
138 C 2.99 -1.50 -6.13  C134 1.519, C137 1.540, H143 1.090, H144 1.090
139 H 4.98 -1.85 -4.01  C136 1.090
140 H 5.15 -0.06 -4.15  C136 1.090
141 H 5.20 -1.58 -6.23  C137 1.090
142 H 4.51 0.11 -6.24  C137 1.090
143 H 3.05 -2.58 -6.26  C138 1.090
144 H 2.44 -1.05 -6.96  C138 1.090
145 O 6.24 1.96 -2.91  C146 1.251
146 C 5.26 2.56 -2.41  O145 1.251, O147 1.347, C150 1.511
147 O 4.11 1.90 -2.14  C146 1.347, C148 1.448
148 C 3.10 2.77 -1.58  O147 1.448, C149 1.553, H151 1.090, H152 1.090
149 C 3.63 4.18 -1.94  C148 1.553, C150 1.536, H153 1.090, H154 1.090
150 C 5.15 4.03 -2.09  C146 1.511, C149 1.536, H155 1.090, H156 1.090
151 H 2.96 2.75 -0.50  C148 1.090
152 H 2.17 2.63 -2.12  C148 1.090
153 H 3.38 4.82 -1.08  C149 1.090
154 H 3.22 4.53 -2.88  C149 1.090
155 H 5.67 4.15 -1.14  C150 1.090
156 H 5.50 4.67 -2.90  C150 1.090